Record 1
Molecular formula: C6H14O
Method: DFT, ωB97M-V/def2-TZVPD

```
21
Properties=species:S:1:pos:R:3:forces:R:3
C -2.98192 0.60986 0.02251 -0.02 0.02 -0.01
C -1.76640 -0.20345 0.46952 0.05 -0.06 0.06
C -0.78243 -0.43134 -0.68011 -0.11 0.04 -0.16
C 0.39882 -1.32285 -0.40473 -0.07 -0.49 -1.05
C 1.60833 -1.11928 -0.94359 -0.68 -0.62 -0.76
O 2.39999 -0.14959 0.90384 -0.09 0.22 1.09
C 2.51011 1.23730 0.70853 0.04 0.47 0.23
H -3.69495 0.75493 0.84124 0.12 -0.02 -0.12
H -3.51083 0.10735 -0.79695 0.10 0.06 0.14
H -2.68130 1.60082 -0.33965 -0.04 -0.15 0.06
H -1.26068 0.31289 1.29742 -0.05 -0.09 -0.11
H -2.09780 -1.17299 0.86462 0.06 0.12 -0.05
H -1.32225 -0.90369 -1.51104 -0.16 0.18 0.04
H -0.43226 0.54398 -1.05065 -0.04 -0.19 0.01
H 0.21688 -2.26350 0.11500 -0.06 0.13 0.04
H 1.44947 -0.44119 0.86013 1.48 0.70 0.35
H 2.43724 -1.80888 -0.82100 -0.26 0.00 -0.04
H 1.83777 -0.21800 -1.51321 -0.16 -0.20 0.05
H 3.45367 1.47382 0.19623 -0.18 -0.23 0.16
H 2.52105 1.72681 1.68403 -0.03 0.35 -0.08
H 1.69748 1.66700 0.09786 0.09 -0.23 0.16
```
Positions in Å, forces in eV/Å.

Output
Molar mass: 102.18 g mol⁻¹
Relative energy (zero: lowest compared OMol25 entry of this formula, charge and spin): 2.310 eV
LUMO: 1.042 eV
Charge: 0
Electronic energy: -312.17016 hartree

***

Record 2
Molecular formula: C19H53NO13
Method: DFT, ωB97M-V/def2-TZVPD

```
86
Properties=species:S:1:pos:R:3:forces:R:3
C 3.34478 -1.47437 -2.19616 0.87 0.34 -0.19
C 3.39696 -1.37172 -0.69641 -0.38 0.03 0.68
O 2.11786 -1.51079 -0.07590 0.21 -0.25 -0.05
O 3.36022 -2.82761 -2.63382 -0.17 0.13 0.00
H 4.26555 -1.00065 -2.55665 -0.07 -0.21 -0.22
H 2.51469 -0.91095 -2.62974 -0.21 -0.10 0.12
H 3.86675 -0.44376 -0.35468 0.00 0.10 -0.27
H 4.01134 -2.19610 -0.32799 0.02 0.01 0.04
H 1.57967 -0.77272 -0.39313 -0.17 0.01 -0.13
H 2.79029 -3.30816 -2.02647 -0.13 -0.13 -0.04
C 3.15212 3.06336 -1.25347 0.26 -0.17 -0.02
C 3.42813 4.52166 -1.03791 -0.01 0.37 -0.11
O 3.69698 4.86712 0.31379 -0.08 -0.04 -0.06
O 4.33098 2.26792 -1.15562 0.14 -0.02 -0.08
H 2.81068 2.94820 -2.28159 -0.20 -0.24 0.09
H 2.39991 2.70294 -0.54641 -0.15 0.01 -0.15
H 2.55161 5.09740 -1.34180 -0.07 0.02 0.18
H 4.24165 4.82513 -1.70809 0.11 0.00 0.13
H 4.45943 4.36747 0.61898 0.10 0.08 -0.04
H 4.64573 2.25870 -0.24780 -0.10 -0.06 0.08
C 0.27901 3.71199 -3.57178 -0.13 -0.27 0.20
C -0.76588 4.05438 -4.63422 0.05 0.28 0.89
O -1.06123 5.44545 -4.54784 0.03 -0.09 -0.26
O 0.64108 2.33288 -3.55658 -0.18 -0.18 -0.27
H -0.16818 3.86172 -2.58780 0.08 0.35 -0.03
H 1.16794 4.34609 -3.65853 -0.05 0.03 -0.09
H -1.68843 3.54588 -4.35828 -0.02 -0.23 -0.38
H -0.43184 3.75234 -5.62940 -0.08 -0.02 -0.08
H -0.54044 5.92190 -5.19808 0.06 0.05 0.02
H 0.83269 2.04028 -4.45331 0.10 0.02 -0.03
C -4.51223 1.20141 -3.73009 -0.16 0.32 0.77
C -5.23132 2.48845 -3.40019 -0.33 0.27 0.15
O -4.83820 2.93181 -2.09584 0.05 0.04 -0.09
O -3.15512 1.42659 -4.05688 0.14 -0.17 -0.45
H -5.02320 0.67977 -4.53718 0.28 -0.06 -0.18
H -4.57410 0.61672 -2.80377 -0.08 -0.34 -0.26
H -6.31479 2.32974 -3.43337 0.06 -0.06 -0.02
H -4.99334 3.28314 -4.11106 0.10 -0.11 -0.09
H -5.61093 2.93386 -1.52725 0.05 0.02 0.04
H -2.66469 1.54763 -3.23892 -0.17 0.05 -0.02
C -0.98487 -2.33495 -2.38735 0.39 -0.24 0.25
C -1.03035 -1.63619 -3.71710 0.75 0.32 -0.09
O 0.31323 -1.57944 -4.22955 -0.11 -0.02 0.13
O -0.87457 -3.74678 -2.49076 -0.34 -0.17 -0.14
H -1.89751 -2.09189 -1.84142 -0.07 -0.30 0.04
H -0.13604 -1.98575 -1.79202 -0.10 0.40 -0.11
H -1.39091 -0.61310 -3.56670 -0.25 -0.08 -0.12
H -1.65679 -2.18558 -4.42248 -0.26 0.10 0.10
H 0.31172 -1.06036 -5.03820 -0.02 -0.11 -0.06
H -0.05056 -3.95376 -2.94453 0.01 0.12 0.00
C -0.92997 -5.93004 7.05839 -0.64 0.34 0.35
O -1.24396 -4.65941 7.60451 0.44 -0.04 0.03
C -1.70328 -3.72662 6.66260 -0.86 0.56 -0.30
C -0.79698 -3.48482 5.46743 0.20 -0.45 0.25
N 0.56524 -3.14739 5.90495 -0.41 -0.49 -0.73
C 1.45833 -2.87870 4.76124 0.18 0.05 0.54
C 1.01783 -1.79029 3.81149 1.17 0.46 -0.74
O 1.24506 -0.46958 4.28390 -0.52 -0.15 0.41
C 0.15815 0.02055 5.05310 0.28 0.10 -0.21
H -0.85539 -6.59091 7.91744 0.24 -0.15 -0.09
H -0.00142 -5.91334 6.48558 0.08 -0.15 -0.02
H -1.75138 -6.28533 6.42517 0.09 -0.04 -0.11
H -1.89255 -2.77927 7.17397 0.37 -0.13 0.28
H -2.70317 -4.03041 6.30683 0.16 -0.16 -0.19
H -1.20673 -2.67532 4.86781 -0.15 0.00 0.07
H -0.80910 -4.40108 4.85106 0.04 0.21 -0.21
H 0.88650 -4.02986 6.29171 0.33 0.37 0.52
H 1.70566 -3.77369 4.16964 -0.38 -0.07 -0.04
H 2.41335 -2.54869 5.18024 -0.02 0.03 -0.03
H 0.00982 -1.89571 3.40103 -0.08 -0.04 0.14
H 1.71385 -1.85099 2.96662 -0.26 -0.19 -0.11
H -0.74299 0.00326 4.42809 -0.16 0.06 0.21
H 0.39802 1.04939 5.31652 -0.07 0.03 -0.02
H 0.00861 -0.55065 5.97291 -0.05 -0.09 -0.06
C -1.75297 1.49256 -0.78048 -0.08 -0.36 -0.02
C -0.32624 1.33561 -0.31421 1.16 0.71 -0.79
C -0.10442 0.80360 1.07472 -0.09 0.21 0.28
O 0.45526 0.53695 -1.23211 -0.63 -0.36 0.59
H -1.70745 1.66354 -1.85627 0.00 0.25 0.01
H -2.19501 2.37230 -0.31723 -0.23 -0.09 0.00
H -2.37685 0.60888 -0.62688 0.04 0.02 0.18
H 0.10789 2.34344 -0.41750 -0.02 0.01 0.43
H -0.59824 -0.16437 1.17470 0.04 0.00 0.20
H -0.47246 1.51464 1.81796 -0.36 -0.15 -0.05
H 0.95195 0.70407 1.32733 0.04 -0.19 -0.30
H 0.15953 0.76033 -2.12091 0.37 0.09 -0.22
```
Positions in Å, forces in eV/Å.

Output
Molar mass: 503.63 g mol⁻¹
Relative energy (zero: lowest compared OMol25 entry of this formula, charge and spin): 0.924 eV
LUMO: 0.287 eV
Charge: 0
Electronic energy: -1788.43236 hartree

***

Look up the electronic energy of the second one.
-1788.43236 hartree

***

Which of these has the lowest LUMO?
C19H53NO13